Density functional theory data (ωB97M-V/def2-TZVPD) for C36H49GeN4O2PdSb2 as an isolated structure.

The geometry in XYZ format:
```
95
C36H49GeN4O2PdSb2 ωB97M-V/def2-TZVPD
Pd -0.004 -0.229 0.124
C -3.975 0.354 1.541
Sb -1.953 -0.072 2.089
C -2.128 -2.120 2.664
C -1.888 1.025 3.988
C -0.902 0.480 5.008
C -1.458 -0.211 6.079
C -0.679 -0.765 7.059
C 0.702 -0.476 7.090
C 1.227 0.281 6.030
C 0.473 0.656 4.942
C 1.125 1.230 3.750
Sb 1.731 -0.231 2.266
C 1.710 -2.077 3.371
C 3.873 -0.150 2.035
H -4.600 -0.484 1.908
H -4.014 0.351 0.439
H -4.293 1.370 1.898
H -2.279 -2.685 1.725
H -2.958 -2.218 3.351
H -1.235 -2.350 3.213
H -2.898 0.929 4.388
H -1.736 2.079 3.749
H -2.513 -0.356 6.179
H -1.063 -1.357 7.866
H 1.365 -0.863 7.921
H 2.328 0.441 6.088
H 2.021 1.818 3.926
H 0.442 1.861 3.176
H 2.709 -2.241 3.777
H 1.479 -2.901 2.662
H 0.982 -2.131 4.176
H 4.341 0.035 2.989
H 4.086 0.653 1.355
H 4.156 -1.124 1.658
N 1.099 -0.990 -1.865
C 0.806 -2.420 -2.173
C 2.133 -3.228 -2.143
C 2.104 -4.674 -2.747
C 1.497 -4.832 -4.126
N 0.040 -4.717 -4.017
C -0.812 -4.762 -5.019
N -0.363 -4.974 -6.236
N -2.123 -4.559 -4.843
C -0.199 -2.962 -1.161
O -0.468 -4.158 -1.167
O -0.777 -2.118 -0.372
H 0.745 -0.371 -2.583
H 2.109 -0.848 -1.782
H 0.286 -2.441 -3.163
H 2.464 -3.304 -1.136
H 2.878 -2.632 -2.721
H 1.508 -5.310 -2.075
H 3.107 -5.080 -2.740
H 1.812 -5.799 -4.585
H 1.826 -4.021 -4.785
H -0.341 -4.678 -3.048
H 0.635 -5.039 -6.448
H -0.959 -4.932 -7.033
H -2.512 -4.667 -3.902
H -2.779 -4.851 -5.568
C 4.334 2.971 -1.903
C 3.979 2.800 -0.593
C 2.668 2.665 -0.211
C 1.652 2.634 -1.203
C 2.045 2.774 -2.510
C 3.345 2.936 -2.905
Ge -0.220 2.429 -0.949
C -1.264 2.588 -2.559
C -1.004 1.741 -3.647
C -1.834 1.744 -4.797
C -2.918 2.599 -4.885
C -3.190 3.447 -3.788
C -2.376 3.384 -2.668
C -1.038 3.397 0.533
C -0.269 4.198 1.379
C -0.803 4.962 2.393
C -2.173 4.967 2.557
C -2.968 4.190 1.709
C -2.400 3.385 0.737
H 5.357 3.096 -2.222
H 4.721 2.888 0.236
H 2.428 2.703 0.861
H 1.301 2.850 -3.266
H 3.577 3.036 -3.965
H -0.155 1.014 -3.616
H -1.669 1.045 -5.626
H -3.441 2.731 -5.815
H -3.982 4.188 -3.853
H -2.645 4.046 -1.845
H 0.822 4.236 1.295
H -0.121 5.582 2.937
H -2.606 5.582 3.333
H -4.038 4.197 1.777
H -3.004 2.838 0.039
```

Values from the calculation:
2S+1: 4
HOMO-LUMO gap (spin up / spin down), eV: 7.1 / 5.8
Net charge: +2

=====

Density functional theory data (ωB97M-V/def2-TZVPD) for C36H50AsBBrCrF4IN3OP as an isolated structure.

The geometry in XYZ format:
```
100
C36H50AsBBrCrF4IN3OP ωB97M-V/def2-TZVPD
Cr -0.439 -0.547 -0.260
F -2.333 -3.580 0.037
B -1.849 -2.962 -1.093
F -2.502 -1.709 -1.283
F -1.889 -3.739 -2.205
F -0.444 -2.556 -0.809
O 0.055 1.116 0.338
N 0.094 2.180 -0.424
C 1.092 3.009 -0.306
C 2.303 2.772 0.406
N 3.281 2.497 0.943
C 1.038 4.177 -1.119
N 1.011 5.118 -1.779
Br 3.684 -0.059 5.422
C 2.456 1.269 4.882
C 2.357 2.423 5.648
C 1.462 3.417 5.294
C 0.648 3.253 4.184
C 0.749 2.102 3.421
C 1.657 1.110 3.757
I 1.797 -0.620 2.546
H 2.988 2.535 6.518
H 1.402 4.319 5.888
H -0.062 4.019 3.903
H 0.128 1.979 2.547
C -1.434 -2.683 2.861
As -1.878 -1.102 1.805
C -3.804 -1.337 1.616
C -1.968 0.263 3.264
C -2.836 -0.121 4.420
C -4.177 0.256 4.475
C -4.976 -0.113 5.545
C -4.446 -0.869 6.581
C -3.110 -1.240 6.544
C -2.312 -0.865 5.475
H -2.160 -2.805 3.664
H -0.436 -2.588 3.285
H -1.462 -3.559 2.219
H -4.229 -1.611 2.580
H -4.030 -2.111 0.890
H -4.255 -0.402 1.283
H -2.339 1.176 2.793
H -0.957 0.438 3.622
H -4.588 0.861 3.676
H -6.016 0.186 5.571
H -5.067 -1.153 7.420
H -2.692 -1.827 7.352
H -1.262 -1.135 5.461
C 0.211 -3.092 -5.889
C 1.250 -3.450 -4.813
C 0.992 -2.667 -3.515
C 0.447 -1.281 -3.880
C -0.999 -1.468 -4.376
C -1.124 -2.744 -5.232
P 0.516 -0.001 -2.534
C 2.312 0.489 -2.393
C 3.138 0.548 -3.696
C 4.026 -0.681 -3.866
C 5.061 -0.783 -2.735
C 4.523 -0.214 -1.412
C 3.008 -0.375 -1.327
C -0.210 1.526 -3.329
C -1.710 1.642 -3.025
C -2.175 3.084 -3.269
C -1.510 3.695 -4.518
C -1.050 2.597 -5.473
C 0.067 1.765 -4.829
H 0.086 -3.930 -6.577
H 0.558 -2.243 -6.485
H 2.255 -3.239 -5.190
H 1.199 -4.519 -4.596
H 1.904 -2.616 -2.919
H 0.251 -3.200 -2.927
H 1.068 -0.888 -4.691
H -1.312 -0.603 -4.964
H -1.672 -1.545 -3.521
H -1.894 -2.597 -5.991
H -1.437 -3.581 -4.607
H 2.260 1.508 -1.999
H 3.773 1.438 -3.657
H 2.493 0.663 -4.567
H 4.535 -0.629 -4.830
H 3.405 -1.578 -3.882
H 5.970 -0.246 -3.013
H 5.333 -1.832 -2.601
H 4.765 0.848 -1.324
H 4.997 -0.721 -0.571
H 2.664 -0.063 -0.340
H 2.749 -1.432 -1.445
H 0.269 2.336 -2.777
H -1.898 1.368 -1.983
H -2.279 0.953 -3.651
H -1.929 3.696 -2.399
H -3.261 3.091 -3.381
H -0.642 4.290 -4.225
H -2.209 4.362 -5.023
H -0.674 3.033 -6.400
H -1.901 1.961 -5.734
H 1.008 2.311 -4.925
H 0.167 0.834 -5.388
```

Values from the calculation:
2S+1: 5
HOMO-LUMO gap (spin up / spin down), eV: 8.2 / 8.4
Net charge: 0

=====

Density functional theory data (ωB97M-V/def2-TZVPD) for a 3-piece molecular cluster, C36H50Cl2N2O7S overall.

The geometry in XYZ format:
```
98
C36H50Cl2N2O7S ωB97M-V/def2-TZVPD
C 3.762 1.768 0.946
C 3.033 1.619 -0.465
Cl 4.202 1.923 -1.855
C 2.398 0.130 -0.506
C 1.207 0.157 0.531
C 1.249 -0.455 1.763
C 2.499 -1.302 2.250
C 2.573 -2.656 1.426
C 1.356 -3.618 1.644
C 1.600 -4.924 2.343
C 0.480 -5.884 2.535
C -0.903 -5.601 2.059
C -1.159 -4.311 1.392
C -0.029 -3.371 1.193
C 0.060 -0.366 2.785
O 0.147 -0.787 3.924
C -1.302 0.281 2.356
C -2.461 0.257 3.283
C -3.757 0.839 2.879
C -5.004 0.842 3.841
C -4.805 -0.008 5.156
N -5.769 0.407 6.221
C -3.828 1.427 1.499
C -5.193 2.014 1.006
C -5.809 1.301 -0.272
C -5.653 -0.274 -0.297
C -6.793 -1.047 0.486
S -6.755 -2.835 -0.035
O -6.551 -2.972 -1.480
O -8.009 -3.516 0.314
Cl -5.144 -3.817 0.873
C -2.655 1.476 0.579
N -2.830 2.102 -0.748
C -2.926 1.127 -1.532
O -2.973 0.190 -2.211
C -1.356 0.901 1.008
C -0.081 0.937 0.092
O -0.055 1.563 -0.955
H 4.261 2.780 1.050
H 3.048 1.672 1.809
H 4.572 0.997 1.080
H 2.240 2.421 -0.466
H 2.060 -0.142 -1.543
H 3.232 -0.556 -0.170
H 2.463 -1.486 3.360
H 3.424 -0.682 2.053
H 2.692 -2.510 0.313
H 3.497 -3.215 1.772
H 2.638 -5.157 2.712
H 0.663 -6.870 3.038
H -1.762 -6.301 2.189
H -2.178 -4.009 1.027
H -0.228 -2.396 0.668
H -2.277 -0.238 4.274
H -5.964 0.596 3.290
H -5.134 1.921 4.180
H -4.893 -1.096 4.867
H -3.779 0.185 5.584
H -5.667 -0.285 6.976
H -6.713 0.330 5.831
H -5.985 2.081 1.801
H -4.983 3.090 0.701
H -6.927 1.508 -0.242
H -5.450 1.733 -1.244
H -4.650 -0.660 0.031
H -5.763 -0.588 -1.383
H -7.833 -0.673 0.254
H -6.617 -1.082 1.607
C 5.168 -4.737 -3.831
C 4.338 -4.459 -2.590
O 4.053 -3.083 -2.394
C 3.303 -2.442 -3.415
C 1.921 -3.040 -3.617
H 6.073 -4.126 -3.833
H 5.453 -5.790 -3.870
H 4.615 -4.508 -4.743
H 4.900 -4.783 -1.711
H 3.410 -5.043 -2.598
H 3.868 -2.431 -4.353
H 3.193 -1.401 -3.103
H 1.978 -4.058 -4.010
H 1.347 -2.441 -4.328
H 1.377 -3.085 -2.671
C 3.221 8.250 -3.196
C 4.571 7.830 -2.640
O 4.558 6.554 -2.022
C 4.214 5.455 -2.854
C 5.171 5.250 -4.015
H 2.447 8.171 -2.430
H 3.261 9.280 -3.555
H 2.918 7.618 -4.034
H 4.867 8.541 -1.865
H 5.346 7.872 -3.413
H 3.182 5.553 -3.207
H 4.242 4.569 -2.217
H 5.118 6.075 -4.729
H 4.929 4.330 -4.551
H 6.202 5.192 -3.659
```

Values from the calculation:
2S+1: 1
HOMO-LUMO gap, eV: 7.6
SMILES: C[C@@H](Cl)CC1=C(CCc2ccccc2)C(=O)c2cc(CCN)c(CCCCS(=O)(=O)Cl)c(N=C=O)c2C1=O.CCOCC.CCOCC
Net charge: 0

=====

Number 1: maximum force 2.661 eV/A, total energy -4455.43903 Ha. Number 2: maximum force 2.580 eV/A, total energy -8559.13375 Ha. Number 3: maximum force 5.010 eV/A, total energy -3356.32467 Ha.